Arrangement P

75
Properties=species:S:1:pos:R:3 method="wB97M-V/def2-TZVPD" molar_mass_g_mol=417.588 gap_ev=7.501
C -22.13024 11.70569 -14.91516
O -21.74887 12.75420 -15.77716
C -20.35036 13.12447 -15.71352
C -19.88371 13.90235 -17.00078
N -20.89736 14.98276 -17.13228
C -20.81417 15.59345 -18.46896
C -21.81482 16.72395 -18.76974
O -23.07842 16.10123 -18.69738
C -24.26160 16.86811 -18.83762
H -23.07046 11.30048 -15.28919
H -22.27611 11.94248 -13.86124
H -21.43096 10.89021 -15.09986
H -19.72496 12.23571 -15.62940
H -20.12416 13.65282 -14.78736
H -19.76470 13.24495 -17.86204
H -18.90733 14.35876 -16.83807
H -21.77084 14.47827 -17.08099
H -20.82712 14.83244 -19.24921
H -19.80339 15.98142 -18.59508
H -21.74617 17.29482 -19.69575
H -21.76022 17.42660 -17.93823
H -24.46631 17.28249 -19.82478
H -24.30102 17.74635 -18.19323
H -25.05511 16.13459 -18.69484
C -16.77799 15.59350 -17.90080
O -15.60533 15.83000 -17.22861
C -15.75709 16.35723 -15.92142
C -14.31264 16.70205 -15.45367
N -13.46724 15.54536 -15.08066
C -12.11178 15.96337 -14.90960
C -11.80656 17.10697 -13.85979
O -10.39147 17.32021 -13.71696
C -10.14846 18.56261 -13.11905
H -16.53168 14.95353 -18.74806
H -17.12713 16.55125 -18.28670
H -17.52378 15.08166 -17.29260
H -16.37413 15.61877 -15.40953
H -16.35460 17.26848 -15.89475
H -14.34862 17.37391 -14.59611
H -13.91197 17.39162 -16.19668
H -13.55488 14.85334 -15.81109
H -11.73150 16.19434 -15.90466
H -11.56946 15.04930 -14.66782
H -12.39666 16.72111 -13.02854
H -12.28794 18.02129 -14.20677
H -9.06857 18.69641 -13.18264
H -10.30177 18.45385 -12.04538
H -10.79117 19.36030 -13.49151
C -14.17160 14.13632 -13.40134
O -14.81146 13.09894 -14.04927
C -14.67790 13.10632 -15.48328
C -15.61415 12.15791 -16.14038
N -16.98193 12.57884 -15.78870
C -18.09229 11.71596 -16.26824
C -18.48376 11.72983 -17.67878
O -19.36903 10.62931 -17.96650
C -19.94834 10.65849 -19.20616
H -13.09581 14.14223 -13.57672
H -14.29415 14.05365 -12.32141
H -14.56212 15.09508 -13.74247
H -13.64937 12.90890 -15.78539
H -14.93058 14.13049 -15.75775
H -15.53245 11.10162 -15.88413
H -15.55418 12.29373 -17.22022
H -16.95416 12.69972 -14.78635
H -18.92057 11.99695 -15.61779
H -17.91817 10.67900 -15.98102
H -17.60155 11.56830 -18.29821
H -18.91635 12.68811 -17.96630
H -20.42167 11.63254 -19.32975
H -20.66817 9.85132 -19.34181
H -19.23622 10.57573 -20.02722
O -17.63632 14.28451 -16.77806
H -16.98253 14.11560 -17.45649
H -17.59079 13.51914 -16.20503



Arrangement Q

75
Properties=species:S:1:pos:R:3 method="wB97M-V/def2-TZVPD" molar_mass_g_mol=417.588 gap_ev=8.784
C 18.09120 10.38769 9.94838
O 16.83876 10.05947 9.35429
C 16.17420 11.06034 8.66675
C 15.74999 10.45285 7.30606
N 14.82606 9.39791 7.56648
C 14.19041 8.74350 6.41560
C 13.25417 7.61940 6.90278
O 14.02293 6.59985 7.45430
C 13.32926 5.53017 8.11534
H 18.48197 9.43017 10.23814
H 17.80822 10.90505 10.86293
H 18.69262 11.03171 9.28203
H 16.75740 11.95152 8.49097
H 15.24426 11.27596 9.09049
H 16.66419 10.19222 6.76375
H 15.24597 11.16262 6.72474
H 15.35431 8.64022 8.01341
H 14.91002 8.19327 5.75655
H 13.62744 9.48877 5.84334
H 12.73685 7.19071 6.04106
H 12.61758 8.09511 7.68607
H 13.10753 4.72543 7.46775
H 12.47037 5.88613 8.68983
H 13.98606 5.20593 8.91560
C 9.72066 6.77434 7.44644
O 10.33402 6.75477 8.75875
C 9.91610 7.68902 9.70811
C 10.54380 7.29853 10.99093
N 11.94737 7.69069 10.90869
C 12.82597 7.31784 12.08086
C 14.31982 7.58110 11.77028
O 14.94009 6.49824 11.07842
C 16.24969 6.84993 10.66714
H 9.82850 7.73045 6.97127
H 8.65412 6.60056 7.61297
H 10.12172 5.93432 6.87591
H 8.77354 7.67542 9.83131
H 10.14380 8.79135 9.40115
H 10.31753 6.19888 11.08909
H 10.02424 7.83174 11.80970
H 12.40498 7.36588 10.05982
H 12.68453 6.18759 12.28864
H 12.43750 7.77664 12.99418
H 14.74973 7.73184 12.78397
H 14.41654 8.52464 11.18574
H 16.75886 7.34974 11.50916
H 16.34090 7.56987 9.85391
H 16.82036 5.98177 10.41846
C 13.94372 14.23464 10.45489
O 13.36019 13.54890 11.61744
C 12.18479 14.19127 12.05874
C 10.98440 13.90470 11.00165
N 10.95611 12.49531 10.69092
C 10.28926 12.10388 9.44191
C 8.78320 12.17706 9.47169
O 8.38766 13.53711 9.47532
C 6.98438 13.75848 9.51596
H 14.84366 13.76105 10.07068
H 14.16312 15.21831 10.72416
H 13.27314 14.23609 9.56285
H 12.34196 15.24822 12.18080
H 11.96815 13.74343 13.01602
H 11.18068 14.55500 10.09237
H 10.00619 14.30994 11.30025
H 11.89654 12.06210 10.69896
H 10.48080 11.04118 9.22775
H 10.69516 12.71733 8.60728
H 8.40436 11.63303 10.39598
H 8.34948 11.69787 8.55750
H 6.80276 14.79438 9.64903
H 6.48941 13.27562 10.41231
H 6.48619 13.36118 8.60459
O 12.76850 10.38399 9.15635
H 12.41741 9.66434 9.66832
H 13.59401 9.94617 8.74820



The computed energies, referenced to the most stable structure and given in kJ/mol, are arrangement P 1637.0; arrangement Q 0.0.



Arrangement P

7
Properties=species:S:1:pos:R:3 method="wB97M-V/def2-TZVPD" molar_mass_g_mol=40.065 gap_ev=11.029
C -1.26841 0.01775 -0.02135
C 0.23030 -0.09249 0.01485
C 1.43542 -0.00345 -0.02076
H -1.64149 -0.84519 -0.51710
H -1.68182 1.02425 -0.44762
H -1.52365 0.02173 1.09988
H 2.46312 0.26832 0.02838



Arrangement Q

7
Properties=species:S:1:pos:R:3 method="wB97M-V/def2-TZVPD" molar_mass_g_mol=40.065 gap_ev=11.280
C -0.10084 -0.10795 0.93261
C 0.32402 0.09867 -0.44427
C 0.18741 0.30738 -1.54339
H -1.18260 -0.10714 0.85149
H 0.06216 -1.12329 1.23967
H 0.51867 0.43073 1.59218
H 0.19118 0.50160 -2.62828



The computed energies, referenced to the most stable structure and given in kJ/mol, are arrangement P 0.0; arrangement Q 50.3.



Arrangement P

16
Properties=species:S:1:pos:R:3 method="wB97M-V/def2-TZVPD" molar_mass_g_mol=153.143 gap_ev=9.768
C 0.51713 1.17474 0.84219
C 0.63203 -0.36329 0.99410
C 1.73038 -0.69962 -0.05023
N -2.56862 0.03065 -0.70985
O 0.12206 1.41648 -0.43209
O -0.63668 -0.93531 0.59697
P -1.02782 -0.45066 -0.79298
S -0.69635 -1.36658 -2.45826
H -0.26344 1.58370 1.60373
H 1.55599 1.54108 1.06292
H 0.76490 -0.89313 1.94670
H 2.58166 -0.29737 0.36447
H 1.49306 -0.03909 -1.00912
H 1.79125 -1.72207 -0.33675
H -2.89961 0.76317 -0.01975
H -3.09594 0.25731 -1.60205



Arrangement Q

16
Properties=species:S:1:pos:R:3 method="wB97M-V/def2-TZVPD" molar_mass_g_mol=153.143 gap_ev="6.838 / 6.839"
C -1.22188 -0.73034 -0.29956
C -0.23177 0.04982 0.46850
C -2.65904 -1.03103 0.20767
N 2.65269 2.40651 0.57977
O -0.90581 0.59238 -0.65348
O 1.64816 0.04533 -1.45213
P 1.55785 -0.16993 0.12062
S 2.12689 -1.92867 0.63828
H -0.93301 -1.37671 -1.11990
H -0.61097 0.56387 1.30725
H -3.24703 -1.10171 -0.72484
H -2.83886 -0.17902 0.81126
H -2.57669 -2.05561 0.52706
H 3.25591 2.14780 -0.17225
H 3.06325 2.16567 1.46785
H 0.92032 0.60164 -1.70611



The computed energies, referenced to the most stable structure and given in kJ/mol, are arrangement P 0.0; arrangement Q 313.9.



Arrangement P

17
Properties=species:S:1:pos:R:3 method="wB97M-V/def2-TZVPD" molar_mass_g_mol=129.208 gap_ev=9.782 total_charge=+1
C 0.33932 -0.81744 -1.28608
C 0.03009 0.33726 0.29603
C 1.51042 -0.88913 -2.14104
C 1.01191 1.31492 0.68507
C -1.96019 0.24757 1.82461
N -0.72820 -1.41338 -1.47257
N -1.08124 -0.15807 0.66487
S -1.91654 -1.26222 -0.38385
H 1.50597 -1.77485 -2.82160
H 1.59522 0.14943 -2.61395
H 2.33126 -1.03475 -1.56201
H 0.46919 2.16033 0.95871
H 1.32057 1.06690 1.67493
H 1.76882 1.32277 0.00504
H -1.84928 -0.50086 2.51265
H -1.40977 1.02866 2.25711
H -2.93755 0.22286 1.40209



Arrangement Q

17
Properties=species:S:1:pos:R:3 method="wB97M-V/def2-TZVPD" molar_mass_g_mol=129.208 gap_ev="7.833 / 7.830" total_charge=+1
C 0.97020 2.18158 -0.62478
C -0.60664 -0.09046 0.20258
C -0.53997 3.04436 1.06051
C -0.32933 -1.33297 -0.53733
C 1.21702 -1.74179 -0.38053
N 0.33594 2.82364 0.14589
N -1.19812 -2.31549 -0.11639
S -1.54959 0.66451 1.17492
H 1.82968 2.52899 -1.27689
H -0.07351 2.87320 1.98730
H -1.49899 3.72491 1.08617
H -0.48251 -1.07092 -1.62985
H 1.16995 -2.53470 0.31386
H 1.86938 -0.79769 -0.05389
H 1.51383 -2.21467 -1.41245
H -1.09620 -2.80903 0.81931
H -1.53113 -2.93349 -0.75843



The computed energies, referenced to the most stable structure and given in kJ/mol, are arrangement P 0.0; arrangement Q 220.7.



Arrangement P

10
Properties=species:S:1:pos:R:3 method="wB97M-V/def2-TZVPD" molar_mass_g_mol=110.519 gap_ev=9.609
C -0.05339 -0.16380 0.97430
C 1.21257 0.29944 0.36225
H -2.43575 -0.51688 -1.41432
H -1.17332 0.88604 -1.24632
H -0.04994 -0.55367 2.06509
H 1.99138 0.73085 1.12344
N -1.36776 -0.42961 -1.04087
N -1.08465 -0.52190 0.34042
F 1.16741 1.30197 -0.65409
Cl 1.79346 -1.03243 -0.50991



Arrangement Q

10
Properties=species:S:1:pos:R:3 method="wB97M-V/def2-TZVPD" molar_mass_g_mol=110.519 gap_ev=10.720
C -0.34007 -0.30178 -0.09479
C 1.04383 0.14959 -0.59979
H -0.39014 1.28413 1.15980
H -1.55446 0.15160 1.40625
H -1.85828 -1.33347 -0.24161
H 1.22754 0.00309 -1.71362
N -0.57853 0.27877 1.09297
N -1.08302 -0.96689 -0.81437
F 1.21314 1.47373 -0.45033
Cl 2.32000 -0.73876 0.25549



The computed energies, referenced to the most stable structure and given in kJ/mol, are arrangement P 334.7; arrangement Q 0.0.



Arrangement P

9
Properties=species:S:1:pos:R:3 method="wB97M-V/def2-TZVPD" molar_mass_g_mol=179.988 gap_ev=8.243 total_charge=-1
C -0.91945 0.71335 -0.25715
O 2.82448 0.44110 -1.47272
O 1.35385 -0.98802 -0.04601
O 1.68520 1.37832 0.58069
O 0.63688 0.75982 -1.46415
S 1.73450 0.32711 -0.45747
Cl -1.05797 2.37634 0.12734
Cl -2.20929 -0.06492 -0.99488
H -0.30695 0.03548 0.47083



Arrangement Q

9
Properties=species:S:1:pos:R:3 method="wB97M-V/def2-TZVPD" molar_mass_g_mol=179.988 gap_ev=8.350 total_charge=-1
C -1.14806 1.97232 -0.09995
O 1.02024 -0.30250 -1.36855
O 0.83443 -2.16447 0.19513
O 0.76990 0.19024 1.01965
O -1.08700 -0.90164 -0.14806
S 0.36072 -0.62258 -0.09964
Cl -1.06859 2.03141 1.55052
Cl 0.33983 2.30939 -0.84366
H -0.02148 -2.51217 -0.20541



The computed energies, referenced to the most stable structure and given in kJ/mol, are arrangement P 0.0; arrangement Q 90.2.



Arrangement P

23
Properties=species:S:1:pos:R:3 method="wB97M-V/def2-TZVPD" molar_mass_g_mol=152.201 gap_ev=6.609
C -0.67678 -1.91368 -1.06458
C -0.69572 -1.00184 -2.14763
C -0.02846 -1.60122 0.10108
C -0.10084 0.18339 -1.92857
C 0.47156 0.55749 -0.62253
C -0.23072 1.27668 -2.94577
C 1.09852 -0.10912 2.98451
N 0.88880 1.78850 -0.53003
N 0.60462 -0.36944 0.32477
N -1.10451 0.36593 2.37033
N 0.18362 0.55109 2.06877
H -1.07624 -2.90721 -1.26069
H -0.99295 -1.33881 -3.18934
H 0.10482 -2.33554 0.87647
H -0.57066 0.98387 -3.93752
H 0.66223 1.89086 -3.32484
H -0.87136 1.97398 -2.40538
H 0.75184 -0.89653 3.71240
H 2.14203 -0.28818 2.55432
H 1.39843 0.80286 3.68119
H 1.23430 2.02969 0.44626
H -1.72129 0.92963 1.80888
H -1.47125 -0.57238 2.42790



Arrangement Q

23
Properties=species:S:1:pos:R:3 method="wB97M-V/def2-TZVPD" molar_mass_g_mol=152.201 gap_ev=10.000
C 2.50521 1.19693 -0.72128
C 1.88068 0.16825 0.23505
C 2.79760 -0.15833 1.39311
C 0.71122 -0.43856 0.04421
C -0.22667 -0.25941 -1.11284
C -2.39142 -0.83025 -0.09263
C -3.89568 0.98431 0.48104
H 3.42280 0.76036 -1.15192
H 1.82735 1.55073 -1.52717
H 2.84126 2.05830 -0.15933
H 2.28604 -0.80960 2.12555
H 3.70400 -0.68474 1.08786
H 3.12336 0.72972 1.95335
H 0.37941 -1.16078 0.79381
H 0.11128 0.49273 -1.81271
H -0.29147 -1.18473 -1.68783
H -1.63035 1.09163 -0.31493
H -1.38593 -2.38291 -0.43697
H -4.22774 -0.98870 0.76782
N -1.57191 0.13085 -0.64202
N -2.29647 -2.09741 -0.09364
N -3.57572 -0.30497 0.46363
N -4.09687 2.13657 0.40783



The computed energies, referenced to the most stable structure and given in kJ/mol, are arrangement P 370.2; arrangement Q 0.0.



Arrangement P

15
Properties=species:S:1:pos:R:3 method="wB97M-V/def2-TZVPD" molar_mass_g_mol=118.111 gap_ev=9.985
C -2.34732 0.55732 0.30925
C -1.97446 -0.89310 0.04747
C 1.36152 -0.96320 -0.07278
C 2.59097 -0.12785 0.00687
H -0.67316 1.29830 -0.25584
H -3.38583 0.68253 0.09178
H -2.22008 0.73954 1.42454
H -2.82083 -1.62056 -0.02447
H 1.49779 -2.03704 -0.22995
H 3.22068 -0.44833 0.85288
H 3.19308 -0.25632 -0.91580
N -0.82154 -1.39909 -0.10905
N 0.21229 -0.43650 0.00489
O -1.62607 1.51855 -0.41498
F 2.29749 1.21150 0.15122



Arrangement Q

15
Properties=species:S:1:pos:R:3 method="wB97M-V/def2-TZVPD" molar_mass_g_mol=118.111 gap_ev=10.160
C 1.77725 -0.71133 0.46266
C 0.31165 -0.75559 0.37679
C -0.41334 -0.61778 -0.86095
C -0.78691 1.22273 0.14934
H 1.95302 -0.53703 1.54934
H 1.92542 0.24087 0.03784
H 0.17046 -1.74791 1.01224
H 0.22273 -1.22761 -1.67749
H -1.52303 -0.97970 -0.93275
H -1.23176 1.22807 -1.48684
H -2.12042 2.36802 1.18559
N -0.29824 0.87359 -1.05634
N -1.87517 2.10815 0.28252
O -0.32088 0.38517 1.11261
F 2.20922 -1.84967 -0.15457



The computed energies, referenced to the most stable structure and given in kJ/mol, are arrangement P 0.0; arrangement Q 91.1.